Record 1
{
  "formula": "C13H24Cl2O3Zr",
  "method": "the ωB97M-V functional and the def2-TZVPD basis",
  "homo_lumo_gap_ev": 3.79,
  "total_charge": -2,
  "lumo_ha": 0.1806,
  "symbols": ["C", "C", "C", "C", "C", "C", "C", "C", "C", "C", "Zr", "Cl", "Cl", "O", "H", "H", "H", "H", "H", "H", "H", "H", "H", "H", "H", "H", "H", "H", "H", "H", "O", "H", "C", "C", "C", "O", "H", "H", "H", "H", "H", "H", "H"],
  "positions_angstrom": [[0.306, -1.175, -2.630], [1.173, -0.044, -2.679], [0.363, 1.132, -2.710], [2.645, -0.042, -2.672], [-0.997, 0.726, -2.679], [-1.030, -0.695, -2.582], [-2.243, -1.514, -2.429], [0.693, -2.597, -2.631], [0.863, 2.519, -2.725], [-2.183, 1.600, -2.759], [0.016, -0.095, 1.190], [1.686, 1.631, 0.517], [1.778, -1.734, 0.442], [-1.341, 1.071, 0.284], [3.029, -1.059, -2.553], [3.011, 0.566, -1.832], [3.032, 0.388, -3.607], [1.705, 2.623, -2.027], [0.076, 3.209, -2.394], [1.198, 2.803, -3.737], [-1.965, 2.583, -2.331], [-3.020, 1.154, -2.210], [-2.487, 1.743, -3.807], [-2.992, -0.974, -1.840], [-2.017, -2.447, -1.906], [-2.701, -1.764, -3.397], [1.601, -2.752, -2.042], [0.855, -2.972, -3.651], [-0.097, -3.203, -2.183], [-1.185, 2.028, 0.194], [-1.290, -1.587, 0.722], [-1.209, -2.441, 1.175], [1.879, 1.008, 4.781], [0.663, 0.137, 4.478], [-0.573, 0.560, 5.267], [0.366, 0.059, 3.111], [1.605, 2.070, 4.779], [2.666, 0.864, 4.034], [2.275, 0.766, 5.772], [0.928, -0.869, 4.833], [-0.713, 1.645, 5.198], [-1.475, 0.086, 4.858], [-0.475, 0.294, 6.323]],
  "atomic_forces_ev_per_a": [[-0.366, 1.542, 0.198], [-1.687, 0.060, -0.125], [-0.564, -1.532, -0.034], [0.336, 0.109, 0.103], [1.171, -1.052, 0.042], [1.087, 1.002, -0.431], [-0.460, -0.216, -0.057], [0.199, -0.353, 0.017], [0.244, 0.237, -0.004], [-0.176, 0.074, 0.010], [-0.203, -0.561, -2.097], [0.294, 0.466, 0.343], [0.168, -0.113, 0.570], [0.080, 0.766, 1.098], [0.158, 0.070, -0.031], [0.204, -0.101, -0.118], [0.324, -0.050, 0.013], [-0.044, 0.160, -0.195], [0.167, 0.108, -0.145], [0.047, 0.338, 0.106], [-0.202, 0.128, -0.002], [-0.057, 0.192, -0.036], [-0.254, 0.185, 0.044], [-0.056, -0.149, 0.055], [-0.153, 0.006, 0.023], [-0.213, -0.169, -0.070], [0.034, -0.186, -0.091], [0.103, -0.199, -0.047], [0.051, -0.132, 0.052], [0.071, -0.737, -0.179], [0.047, -0.108, 1.223], [0.116, 0.305, -0.412], [-0.076, 0.394, -0.173], [-0.175, -0.579, -0.421], [-0.151, 0.273, -0.073], [-0.147, 0.237, 0.931], [0.055, -0.083, -0.096], [-0.180, -0.097, 0.082], [-0.011, 0.004, -0.005], [-0.035, -0.185, -0.168], [-0.026, -0.060, -0.023], [0.279, -0.020, 0.099], [0.001, 0.029, 0.028]]
}

---

Record 2
{
  "formula": "C13H24Cl2O5S",
  "method": "the ωB97M-V functional and the def2-TZVPD basis",
  "homo_lumo_gap_ev": 9.03,
  "total_charge": 0,
  "lumo_ha": -0.0104,
  "symbols": ["C", "C", "Cl", "C", "Cl", "O", "C", "O", "O", "O", "C", "C", "C", "C", "C", "C", "C", "H", "H", "H", "H", "H", "H", "H", "H", "H", "H", "H", "H", "H", "H", "H", "H", "H", "H", "C", "S", "O", "C", "H", "H", "H", "H", "H", "H"],
  "positions_angstrom": [[4.042, -1.259, 1.140], [3.346, -2.734, 0.848], [3.217, -3.894, 2.335], [2.865, -3.166, -0.524], [2.129, -4.883, -0.741], [3.058, -2.189, -1.606], [1.795, -1.571, -2.039], [0.943, -2.235, -2.864], [1.360, -0.185, -1.685], [1.092, -0.183, -0.410], [-0.066, 0.661, -0.087], [-1.357, -0.116, 0.546], [-1.763, 0.728, 1.932], [-1.170, -1.721, 0.801], [-2.562, -2.602, 0.720], [-2.887, -3.168, -0.793], [-3.896, -1.833, 1.276], [4.327, -1.186, 2.297], [4.998, -1.068, 0.459], [3.321, -0.354, 0.937], [0.337, 1.501, 0.659], [-0.393, 1.262, -1.063], [-2.259, 0.036, -0.206], [-1.414, 1.844, 1.909], [-1.449, 0.131, 2.893], [-2.956, 0.761, 1.914], [-0.666, -1.840, 1.875], [-0.420, -2.253, 0.040], [-2.378, -3.559, 1.398], [-3.524, -2.413, -1.450], [-1.925, -3.533, -1.377], [-3.574, -4.121, -0.655], [-4.269, -0.953, 0.590], [-4.751, -2.623, 1.409], [-3.639, -1.437, 2.367], [0.334, 5.489, -2.342], [0.509, 4.120, -1.172], [-0.535, 4.299, -0.110], [2.088, 4.667, -0.477], [-0.616, 5.375, -2.871], [0.338, 6.442, -1.807], [1.154, 5.460, -3.064], [1.985, 5.669, -0.056], [2.852, 4.664, -1.259], [2.380, 3.970, 0.313]],
  "atomic_forces_ev_per_a": [[0.015, -0.028, 0.418], [-0.973, -0.431, -3.669], [0.183, 1.877, -2.672], [1.442, 1.227, 4.984], [1.205, 3.169, -0.128], [-3.357, -0.058, 1.331], [-5.640, -3.634, -4.683], [6.351, 4.479, 5.706], [2.770, -3.208, -6.088], [-1.511, 0.587, 6.427], [-0.662, 1.657, -0.446], [-0.304, 0.559, 0.002], [-1.672, -0.740, -0.739], [0.419, -0.351, 0.327], [-0.154, -0.221, -0.293], [-0.414, -0.578, 0.141], [0.502, -0.498, 0.975], [-0.520, -0.418, -2.720], [-2.071, -0.766, 1.528], [1.041, -2.096, 0.208], [-0.822, -2.025, -1.481], [0.822, -1.502, 2.014], [1.955, -0.348, 1.449], [-0.400, -2.249, 0.083], [-0.366, 1.367, -1.842], [2.613, 0.008, 0.346], [-1.167, 0.155, -2.218], [-1.553, 1.473, 1.515], [-0.415, 2.037, -1.368], [1.586, -1.413, 1.395], [-1.946, 0.957, 1.230], [1.341, 1.909, -0.330], [0.865, -1.782, 1.354], [1.536, 1.564, -0.417], [-0.712, -0.634, -2.346], [-0.065, 0.112, -0.016], [-0.262, 0.218, 0.300], [0.541, -0.044, -0.464], [0.052, 0.065, 0.089], [0.136, -0.092, 0.150], [-0.002, -0.133, 0.044], [-0.048, -0.073, 0.079], [-0.091, -0.090, -0.049], [-0.103, -0.045, 0.020], [-0.144, 0.035, -0.148]]
}

---

| no. | strongest force on any atom (Eh/bohr) |
| --- | --- |
| 1 | 0.0424 |
| 2 | 0.1875 |